Record 1
A 2-piece molecular cluster, C29H40NO4S2 overall. Source: the Open Molecules 2025 dataset; level of theory: ωB97M-V with the def2-TZVPD basis set.

Element x y z (Å)
1 C 1.649 5.575 1.427
2 C 2.643 4.593 2.050
3 O 3.643 4.995 2.619
4 O 2.290 3.300 1.949
5 C 3.339 2.439 1.364
6 C 2.848 1.046 1.042
7 C 2.772 0.184 2.321
8 C 1.326 -0.299 2.647
9 C 0.574 0.915 3.219
10 S -1.010 0.508 4.034
11 C -2.291 -0.067 2.918
12 S -2.944 -1.517 3.268
13 N -2.858 0.641 1.793
14 C -1.939 1.035 0.758
15 C -1.536 0.041 -0.109
16 C -0.712 0.282 -1.175
17 C -0.248 1.567 -1.370
18 C -0.636 2.557 -0.506
19 C -1.486 2.320 0.541
20 C -3.763 1.685 2.167
21 C -4.769 1.981 1.253
22 C -5.660 2.987 1.495
23 C -5.590 3.741 2.652
24 C -4.620 3.453 3.579
25 C -3.720 2.434 3.318
26 C 3.921 0.418 0.120
27 C 3.282 -0.548 -0.927
28 C 3.264 -0.040 -2.354
29 O 2.712 -0.677 -3.225
30 O 3.852 1.172 -2.680
31 H 1.043 6.071 2.193
32 H 2.174 6.308 0.811
33 H 0.940 5.020 0.802
34 H 3.718 2.962 0.473
35 H 4.168 2.379 2.106
36 H 3.427 -0.700 2.241
37 H 3.166 0.792 3.165
38 H 0.832 -0.738 1.778
39 H 1.441 -1.010 3.484
40 H 1.209 1.306 4.025
41 H 0.526 1.705 2.467
42 H -1.903 -0.975 0.037
43 H -0.413 -0.488 -1.882
44 H 0.402 1.835 -2.196
45 H -0.234 3.549 -0.691
46 H -1.816 3.112 1.209
47 H -4.850 1.440 0.314
48 H -6.441 3.221 0.776
49 H -6.266 4.566 2.865
50 H -4.499 4.011 4.502
51 H -2.961 2.247 4.071
52 H 4.685 -0.174 0.666
53 H 4.465 1.244 -0.361
54 H 2.275 -0.763 -0.564
55 H 3.840 -1.497 -0.914
56 H 3.339 1.850 -2.216
57 C 0.896 -3.505 -1.423
58 C 0.596 -3.427 -2.917
59 C -0.878 -3.660 -3.249
60 C -1.418 -5.040 -2.870
61 C -0.675 -6.220 -3.495
62 C -0.747 -6.240 -5.019
63 H 0.680 -4.496 -1.018
64 H 1.950 -3.297 -1.238
65 H 0.308 -2.771 -0.867
66 H 1.229 -4.139 -3.455
67 H 0.881 -2.436 -3.278
68 H -1.028 -3.491 -4.320
69 H -1.481 -2.901 -2.740
70 H -2.473 -5.091 -3.160
71 H -1.403 -5.151 -1.782
72 H -1.114 -7.147 -3.114
73 H 0.370 -6.224 -3.177
74 H -1.784 -6.284 -5.359
75 H -0.227 -7.115 -5.414
76 H -0.280 -5.356 -5.456

Its HOMO energy is -2.7 eV. The value obtained for the maximum force is 1.80 eV Å⁻¹. As for the charge: -1.

Atomic partial charges in e from the Mulliken method, atoms 1 to 2: number 1, C, carries -0.6389; number 2, C, carries 0.5095

Record 2
An isolated molecule of Br5HSi2. Source: the Open Molecules 2025 dataset; level of theory: ωB97M-V with the def2-TZVPD basis set.

Element x y z (Å)
1 Br -0.623 -2.204 -1.780
2 Si -0.774 -0.786 -0.064
3 Br -0.684 -2.177 1.732
4 Si -2.895 0.116 0.034
5 Br -3.176 1.438 1.803
6 Br -3.123 1.402 -1.790
7 Br -4.473 -1.320 0.045
8 H 0.120 0.313 0.279

Its HOMO energy is -10.2 eV. The value obtained for the maximum force is 1.76 eV Å⁻¹. The structure (SMILES) is Br[SiH](Br)[Si](Br)(Br)Br. The energy above the lowest of the compared OMol25 structures with the same formula, charge and spin is 0.0000 eV. As for the charge: 0.

Atomic partial charges in e from the natural (NBO) method, atoms 1 to 2: number 1, Br, carries -0.2271; number 2, Si, carries 0.6760

Record 3
A 8-piece molecular cluster, C16H32Cl16 overall. Source: the Open Molecules 2025 dataset; level of theory: ωB97M-V with the def2-TZVPD basis set.

Element x y z (Å)
1 Cl -21.936 11.999 -14.476
2 C -22.516 11.688 -16.124
3 C -21.551 10.915 -17.021
4 Cl -19.876 11.459 -16.841
5 H -22.822 12.623 -16.592
6 H -23.427 11.107 -15.991
7 H -21.824 11.104 -18.055
8 H -21.701 9.872 -16.760
9 Cl -15.719 9.846 -17.132
10 C -16.919 10.244 -18.403
11 C -17.878 9.103 -18.553
12 Cl -18.985 9.478 -19.926
13 H -16.371 10.450 -19.321
14 H -17.409 11.166 -18.110
15 H -18.534 9.027 -17.689
16 H -17.425 8.134 -18.726
17 Cl -15.676 13.252 -18.202
18 C -14.657 14.697 -18.463
19 C -15.444 15.788 -19.113
20 Cl -15.653 15.496 -20.853
21 H -13.836 14.406 -19.114
22 H -14.245 14.953 -17.491
23 H -14.913 16.736 -19.023
24 H -16.407 15.937 -18.632
25 Cl -21.475 8.933 -24.731
26 C -19.736 9.195 -24.636
27 C -19.330 10.591 -24.189
28 Cl -20.224 11.883 -25.023
29 H -19.306 9.031 -25.625
30 H -19.238 8.451 -24.014
31 H -18.282 10.710 -24.455
32 H -19.481 10.743 -23.130
33 Cl -10.445 12.403 -19.707
34 C -11.826 11.889 -18.673
35 C -12.400 10.598 -19.157
36 Cl -11.337 9.215 -18.777
37 H -12.553 12.683 -18.808
38 H -11.486 11.844 -17.645
39 H -12.582 10.587 -20.224
40 H -13.305 10.405 -18.586
41 Cl -20.703 15.085 -18.636
42 C -21.163 13.959 -19.940
43 C -20.029 13.696 -20.879
44 Cl -18.670 12.903 -20.040
45 H -22.022 14.361 -20.469
46 H -21.444 13.024 -19.459
47 H -19.698 14.599 -21.379
48 H -20.379 12.928 -21.566
49 Cl -23.477 8.330 -18.375
50 C -22.355 8.343 -19.770
51 C -22.832 7.437 -20.878
52 Cl -24.283 8.121 -21.701
53 H -21.396 7.991 -19.396
54 H -22.266 9.369 -20.113
55 H -23.146 6.461 -20.526
56 H -22.083 7.342 -21.662
57 Cl -11.254 12.331 -13.534
58 C -12.298 11.097 -14.288
59 C -13.734 11.501 -14.284
60 Cl -14.025 12.853 -15.428
61 H -12.194 10.151 -13.755
62 H -11.905 10.943 -15.289
63 H -14.104 11.792 -13.309
64 H -14.337 10.700 -14.707

Its HOMO energy is -10.5 eV. The value obtained for the maximum force is 1.11 eV Å⁻¹. The structure (SMILES) is ClCCCl.ClCCCl.ClCCCl.ClCCCl.ClCCCl.ClCCCl.ClCCCl.ClCCCl. The energy above the lowest of the compared OMol25 structures with the same formula, charge and spin is 0.6543 eV. As for the charge: 0.

Atomic partial charges in e from the natural (NBO) method, atoms 1 to 2: number 1, Cl, carries -0.0436; number 2, C, carries -0.3933

Record 4
C17H19Cl4LiMgNO5 as an isolated structure. Source: the Open Molecules 2025 dataset; level of theory: ωB97M-V with the def2-TZVPD basis set.

Element x y z (Å)
1 C -3.601 0.622 5.427
2 N -2.697 0.159 6.301
3 C -1.734 1.185 6.799
4 C -2.668 2.522 6.593
5 C -3.316 2.178 5.148
6 C -2.090 2.075 4.088
7 C -0.823 2.980 4.188
8 C 0.341 2.807 3.177
9 C 0.179 1.745 2.072
10 C -1.060 0.800 1.906
11 C -2.213 1.009 2.952
12 H -4.424 -0.039 4.984
13 H -2.784 -0.838 6.550
14 H -1.658 0.891 7.938
15 H -0.709 1.291 6.299
16 H -3.407 2.542 7.473
17 H -2.082 3.499 6.654
18 H -4.150 2.851 4.769
19 H -0.711 3.761 5.028
20 H 1.276 3.449 3.275
21 H 1.012 1.611 1.293
22 H -1.145 -0.003 1.100
23 H -3.130 0.328 2.815
24 C 3.090 -0.568 -0.123
25 Cl 2.645 -0.631 1.587
26 Cl 2.060 0.561 -1.014
27 H 4.125 -0.243 -0.207
28 H 2.979 -1.562 -0.554
29 O 1.682 -1.480 -3.608
30 H 1.751 -0.781 -2.959
31 Mg -0.848 2.436 8.352
32 Cl -1.513 1.045 -0.539
33 C 0.991 -2.938 -8.565
34 C 1.930 -3.047 -9.507
35 C 3.380 -3.074 -9.160
36 O 4.209 -3.194 -10.046
37 C 3.751 -2.949 -7.748
38 C 2.812 -2.836 -6.803
39 C 1.360 -2.836 -7.149
40 O 0.529 -2.751 -6.263
41 O 3.145 -2.717 -5.491
42 O 1.602 -3.139 -10.825
43 H -0.064 -2.919 -8.804
44 H 4.807 -2.952 -7.512
45 H 2.293 -2.650 -5.007
46 H 2.453 -3.210 -11.300
47 Cl -3.703 4.584 7.653
48 Li -3.873 0.425 -1.235

Its HOMO energy is -9.0 eV. The value obtained for the maximum force is 5.45 eV Å⁻¹. As for the charge: +1.

Atomic partial charges in e from the natural (NBO) method, atoms 1 to 2: number 1, C, carries 0.3376; number 2, N, carries -0.4791

Record 5
A 9-piece molecular cluster, C23H37F18N2O15S overall. Source: the Open Molecules 2025 dataset; level of theory: ωB97M-V with the def2-TZVPD basis set.

Element x y z (Å)
1 N 0.676 0.293 -0.274
2 H 0.216 -0.203 0.476
3 H 1.605 -0.103 -0.274
4 H 0.728 1.291 -0.127
5 H 0.151 0.112 -1.118
6 N -1.530 3.932 -0.886
7 H -0.835 3.654 -0.209
8 H -2.110 3.160 -1.183
9 H -0.879 4.233 -1.597
10 H -2.034 4.752 -0.580
11 C -2.668 -0.771 -3.741
12 F -2.031 -1.463 -4.710
13 F -3.845 -0.400 -4.188
14 F -2.863 -1.519 -2.600
15 S -1.611 0.786 -3.334
16 O -1.316 1.419 -4.624
17 O -2.440 1.562 -2.382
18 O -0.437 0.246 -2.619
19 O 0.758 3.024 0.271
20 C 1.875 3.416 -0.523
21 C 1.675 3.712 -2.045
22 O 0.531 4.384 -2.581
23 H 2.591 2.595 -0.475
24 H 2.318 4.278 -0.026
25 H 1.735 2.805 -2.647
26 H 2.572 4.167 -2.464
27 C 2.915 0.218 2.965
28 C 2.717 -1.205 2.525
29 O 3.851 -1.750 1.865
30 C 4.006 -1.573 0.528
31 O 3.225 -0.948 -0.188
32 C 5.262 -2.172 -0.062
33 F 4.895 -2.990 -1.059
34 F 6.109 -1.290 -0.539
35 F 5.978 -2.745 0.881
36 H 1.903 0.601 3.095
37 H 3.410 0.808 2.193
38 H 3.365 0.365 3.947
39 H 1.817 -1.305 1.918
40 H 2.596 -1.809 3.424
41 C -1.528 3.616 4.297
42 C -0.888 2.437 3.504
43 O -1.296 1.187 4.135
44 C -1.034 0.035 3.566
45 O -0.453 -0.052 2.470
46 C -1.535 -1.114 4.470
47 F -2.823 -1.338 4.342
48 F -0.993 -2.250 4.017
49 F -1.122 -0.875 5.779
50 H -1.105 3.718 5.296
51 H -2.585 3.430 4.486
52 H -1.342 4.594 3.854
53 H 0.193 2.453 3.639
54 H -0.939 2.626 2.432
55 C 0.312 -6.517 2.663
56 C 0.226 -5.044 2.182
57 O 0.103 -4.812 0.735
58 C 0.037 -3.598 0.065
59 O 0.138 -2.467 0.525
60 C -0.204 -3.793 -1.434
61 F 0.152 -5.030 -1.851
62 F -1.468 -3.617 -1.611
63 F 0.389 -2.888 -2.125
64 H -0.621 -7.065 2.790
65 H 0.671 -6.510 3.693
66 H 1.032 -7.136 2.127
67 H 1.041 -4.428 2.563
68 H -0.643 -4.548 2.614
69 C -6.060 1.448 4.324
70 C -5.273 2.042 3.168
71 O -4.929 0.971 2.222
72 C -3.883 1.024 1.390
73 O -3.233 2.038 1.126
74 C -3.594 -0.316 0.692
75 F -2.314 -0.496 0.372
76 F -3.913 -1.216 1.649
77 F -4.399 -0.526 -0.338
78 H -5.618 0.517 4.681
79 H -7.060 1.126 4.036
80 H -6.164 1.978 5.271
81 H -4.363 2.458 3.600
82 H -5.906 2.698 2.572
83 C 2.648 -0.893 -3.627
84 C 2.472 0.309 -4.524
85 O 2.885 -0.023 -5.855
86 C 2.776 0.876 -6.897
87 O 2.346 1.997 -6.622
88 C 3.095 0.371 -8.335
89 F 4.030 1.145 -8.964
90 F 3.503 -0.871 -8.223
91 F 2.019 0.492 -9.124
92 H 2.015 -1.690 -4.015
93 H 2.144 -0.698 -2.680
94 H 3.688 -1.101 -3.372
95 H 3.069 1.161 -4.198
96 H 1.424 0.601 -4.587

Its HOMO energy (alpha / beta) is -8.3 / -8.3 eV. Its spin multiplicity is 2. The value obtained for the maximum force is 5.26 eV Å⁻¹. As for the charge: 0.

Atomic partial charges in e from the Mulliken method, atoms 1 to 2: number 1, N, carries 2.1535; number 2, H, carries -0.6150

Record 6
C5H9NO as an isolated structure. Source: the Open Molecules 2025 dataset; level of theory: ωB97M-V with the def2-TZVPD basis set.

Element x y z (Å)
1 C 1.332 -1.275 -0.576
2 N 0.348 -0.430 0.099
3 C 0.745 1.009 1.314
4 C -1.047 -0.407 -0.243
5 C -0.346 1.838 1.206
6 C -1.515 -0.330 -1.506
7 O 0.590 -0.362 1.497
8 H 1.785 1.313 1.351
9 H -1.667 -0.842 0.535
10 H 1.314 -1.069 -1.649
11 H 2.331 -1.058 -0.191
12 H 1.094 -2.330 -0.414
13 H -0.191 2.891 1.004
14 H -1.322 1.569 1.593
15 H -0.907 0.069 -2.309
16 H -2.545 -0.586 -1.713

Its HOMO energy is -7.9 eV. The value obtained for the maximum force is 3.67 eV Å⁻¹. The energy above the lowest of the compared OMol25 structures with the same formula, charge and spin is 5.6230 eV. As for the charge: 0.

Atomic partial charges in e from the natural (NBO) method, atoms 1 to 2: number 1, C, carries -0.4062; number 2, N, carries -0.1937